No. 1
Computed, not measured: a structure of composition C36H27Cl3N2O7PSr in a non-equilibrium geometry, with ωB97M-V with the def2-TZVPD basis set.

XYZ file:
```
77
C36H27Cl3N2O7PSr | the Open Molecules 2025 dataset | ωB97M-V with the def2-TZVPD basis set
Sr -0.40 -0.49 1.08
C 7.24 -0.60 3.81
O 6.42 -1.11 2.76
C 5.10 -1.46 3.03
C 4.70 -1.79 4.36
C 3.34 -1.92 4.67
C 2.31 -1.70 3.72
C 0.92 -1.80 4.10
C 0.65 -2.47 5.41
O -0.05 -1.51 3.36
C 2.76 -1.46 2.35
O 1.90 -1.17 1.45
C 4.16 -1.43 2.00
H 8.21 -0.45 3.31
H 7.39 -1.35 4.59
H 6.84 0.31 4.22
H 5.43 -1.85 5.11
H 3.13 -2.09 5.73
H 1.33 -3.29 5.54
H -0.37 -2.93 5.42
H 0.71 -1.82 6.30
H 4.39 -1.19 0.99
C -0.58 3.41 -2.20
C -1.67 2.84 -1.58
C -1.97 1.47 -1.72
C -1.11 0.66 -2.47
C 0.03 1.26 -3.08
C 0.25 2.60 -2.94
P -1.25 -1.16 -2.53
C -1.53 -1.41 -4.31
C -1.80 -0.42 -5.23
C -2.07 -0.74 -6.55
C -2.06 -2.07 -6.98
C -1.80 -3.04 -6.05
C -1.53 -2.73 -4.73
C -2.86 -1.41 -1.76
C -4.05 -1.55 -2.47
C -5.22 -1.82 -1.76
C -5.18 -1.86 -0.37
C -3.98 -1.64 0.30
C -2.77 -1.39 -0.35
H -0.42 4.47 -2.01
H -2.32 3.47 -0.98
H -2.82 1.05 -1.24
H 0.76 0.62 -3.60
H 1.12 3.06 -3.41
H -1.81 0.64 -4.95
H -2.22 0.08 -7.25
H -2.27 -2.38 -7.99
H -1.78 -4.09 -6.38
H -1.31 -3.53 -4.03
H -4.05 -1.45 -3.56
H -6.15 -1.99 -2.32
H -6.05 -2.11 0.24
H -4.02 -1.66 1.39
O 0.84 1.69 0.76
C -0.02 2.39 1.34
O -1.06 1.97 1.90
C 0.21 3.88 1.31
C -0.67 4.70 1.99
C -0.54 6.06 1.92
C 0.48 6.52 1.11
C 1.40 5.76 0.43
C 1.27 4.38 0.56
N 0.54 7.91 0.96
O -0.35 8.57 1.47
O 1.52 8.36 0.38
H -1.50 4.20 2.46
H -1.22 6.74 2.43
H 2.16 6.16 -0.21
H 1.93 3.71 0.06
Cl -2.41 -6.30 1.52
C -1.01 -6.19 0.47
Cl 0.11 -4.94 1.08
Cl -0.15 -7.74 0.45
C -1.44 -5.85 -0.88
N -1.71 -5.59 -1.96
```

Calculated values
Energy relative to the best compared isomer or geometry (same formula, charge and spin)   0.0 kJ/mol
Kohn-Sham gap   6.40 eV
Total charge   -1

***

No. 2
Computed, not measured: a structure of composition C36H27I2N7ORhS in a non-equilibrium geometry, with ωB97M-V with the def2-TZVPD basis set.

XYZ file:
```
75
C36H27I2N7ORhS | the Open Molecules 2025 dataset | ωB97M-V with the def2-TZVPD basis set
Rh 0.19 -0.16 0.61
I 7.01 -2.76 -2.27
C 5.13 -2.51 -1.40
C 4.11 -3.40 -1.71
C 2.88 -3.23 -1.12
I 1.37 -4.61 -1.50
C 2.59 -2.13 -0.21
O 1.44 -1.95 0.25
C 3.72 -1.29 0.13
C 3.59 -0.28 1.23
N 2.45 0.63 1.09
C 2.48 1.63 2.16
C 1.13 2.19 2.51
C 1.03 3.40 3.19
C -0.22 3.86 3.57
C -1.34 3.10 3.26
C -1.15 1.91 2.57
N 0.05 1.47 2.21
C 4.93 -1.47 -0.47
H 4.28 -4.22 -2.39
H 4.52 0.29 1.29
H 3.48 -0.82 2.17
H 2.51 1.09 0.19
H 3.18 2.44 1.94
H 2.85 1.13 3.06
H 1.92 3.96 3.41
H -0.32 4.79 4.11
H -2.33 3.41 3.54
H -2.00 1.28 2.31
H 5.76 -0.83 -0.21
N -4.91 2.44 -8.24
C -4.33 2.13 -7.29
C -3.62 1.74 -6.11
C -2.23 1.69 -6.11
C -1.55 1.35 -4.96
C -2.25 1.03 -3.79
C -3.65 1.06 -3.80
C -4.33 1.42 -4.95
C -1.53 0.69 -2.54
C -0.78 1.71 -1.94
C -0.73 3.05 -2.40
C 0.15 3.72 -1.57
C 0.61 2.76 -0.65
N 0.06 1.56 -0.85
C -1.66 -0.62 -2.08
C -2.27 -1.69 -2.79
C -2.18 -2.81 -1.99
C -1.51 -2.39 -0.82
N -1.21 -1.09 -0.86
H -1.69 1.92 -7.02
H -0.47 1.31 -4.95
H -4.19 0.80 -2.90
H -5.41 1.45 -4.96
H -1.30 3.46 -3.21
H 0.46 4.75 -1.61
H 1.31 2.95 0.14
H -2.70 -1.62 -3.78
H -2.53 -3.80 -2.20
H -1.28 -2.99 0.05
N -3.15 -1.14 1.54
C -2.21 -1.60 2.39
N -0.95 -1.24 2.36
C -0.26 -1.76 3.45
C 1.08 -1.53 3.75
C 1.63 -2.09 4.89
C 0.86 -2.90 5.73
C -0.48 -3.14 5.44
C -1.02 -2.56 4.31
S -2.66 -2.64 3.72
H -2.82 -0.73 0.68
H -4.03 -1.63 1.50
H 1.66 -0.91 3.08
H 2.66 -1.91 5.13
H 1.30 -3.33 6.61
H -1.08 -3.77 6.09
```

Calculated values
Multiplicity   5
Energy relative to the best compared isomer or geometry (same formula, charge and spin)   0.0 kJ/mol
Kohn-Sham gap (spin up / spin down)   6.90 / 4.42 eV
Total charge   +1

***

No. 3
Computed, not measured: a structure of composition C36H28BF5N6OPt, with ωB97M-V with the def2-TZVPD basis set.

XYZ file:
```
78
C36H28BF5N6OPt | the Open Molecules 2025 dataset | ωB97M-V with the def2-TZVPD basis set
Pt 0.06 -0.15 -0.02
C 5.36 1.10 0.66
C 4.03 0.76 1.22
C 3.61 0.65 2.51
C 2.24 0.27 2.46
N 1.88 0.20 1.13
N 2.93 0.49 0.42
B 2.86 0.51 -1.18
N 2.42 -0.88 -1.66
N 1.24 -1.40 -1.22
C 1.09 -2.62 -1.76
C 2.19 -2.87 -2.58
C 3.02 -1.76 -2.48
C 4.33 -1.49 -3.14
C -0.06 -3.47 -1.46
C -0.71 -3.39 -0.23
C -1.80 -4.21 0.05
C -2.24 -5.12 -0.90
C -1.59 -5.21 -2.12
C -0.50 -4.40 -2.40
N 1.86 1.60 -1.58
N 0.54 1.53 -1.27
C -0.07 2.59 -1.80
C 0.90 3.39 -2.43
C 2.10 2.73 -2.28
C 3.44 3.12 -2.80
C -1.51 2.85 -1.75
C -2.43 1.82 -1.58
C -3.79 2.09 -1.59
C -4.25 3.38 -1.76
C -3.33 4.41 -1.94
C -1.98 4.15 -1.95
C 1.38 -0.01 3.54
C 1.73 0.44 4.84
C 0.92 0.17 5.91
C -0.25 -0.58 5.73
C -0.60 -1.06 4.46
C 0.19 -0.78 3.38
H 6.07 1.27 1.47
H 5.31 2.00 0.05
H 5.74 0.29 0.03
H 4.22 0.78 3.39
H 3.93 0.77 -1.60
H 2.39 -3.76 -3.15
H 4.60 -2.34 -3.76
H 5.12 -1.34 -2.40
H 4.27 -0.61 -3.78
H -0.33 -2.74 0.54
H -2.28 -4.15 1.02
H -3.08 -5.76 -0.68
H -1.93 -5.93 -2.86
H -0.01 -4.47 -3.36
H 0.74 4.31 -2.97
H 3.36 4.06 -3.34
H 3.83 2.36 -3.49
H 4.16 3.25 -1.99
H -2.09 0.78 -1.52
H -4.50 1.28 -1.50
H -5.31 3.59 -1.77
H -3.68 5.43 -2.09
H -1.28 4.97 -2.09
H 2.63 1.03 4.98
H 1.18 0.53 6.90
H -0.88 -0.81 6.58
H -1.48 -1.67 4.34
H -0.05 -1.19 2.41
F -7.22 0.18 2.22
C -5.97 0.06 1.88
C -5.64 -0.71 0.75
F -6.60 -1.29 0.06
C -4.33 -0.84 0.39
F -3.98 -1.53 -0.67
C -3.28 -0.19 1.14
O -2.08 -0.28 0.80
C -3.68 0.57 2.29
F -2.72 1.15 2.99
C -4.98 0.70 2.65
F -5.35 1.40 3.69
```

Calculated values
Multiplicity   5
Kohn-Sham gap (spin up / spin down)   7.48 / 4.11 eV
Total charge   +2

***

No. 4
Computed, not measured: a structure of composition C36H28BeOP2SbSe4 in a non-equilibrium geometry, with ωB97M-V with the def2-TZVPD basis set.

XYZ file:
```
73
C36H28BeOP2SbSe4 | the Open Molecules 2025 dataset | ωB97M-V with the def2-TZVPD basis set
Be -0.60 1.11 0.83
O 0.63 -0.97 -1.48
C 0.14 -2.23 -1.31
C 0.78 -3.41 -1.65
C 0.13 -4.62 -1.45
C -1.14 -4.66 -0.91
C -1.75 -3.49 -0.51
C -1.12 -2.27 -0.69
P -1.81 -0.68 -0.12
C -2.98 -0.37 -1.48
C -4.10 -1.19 -1.66
C -4.97 -0.94 -2.71
C -4.74 0.11 -3.58
C -3.62 0.91 -3.41
C -2.74 0.67 -2.38
C -2.84 -1.27 1.26
C -4.16 -0.88 1.45
C -4.85 -1.33 2.57
C -4.22 -2.15 3.49
C -2.89 -2.50 3.33
C -2.20 -2.07 2.21
C 1.95 -0.77 -1.80
C 2.57 -1.31 -2.92
C 3.92 -1.06 -3.13
C 4.65 -0.29 -2.24
C 4.01 0.30 -1.16
C 2.66 0.07 -0.94
P 1.69 1.04 0.27
C 1.98 2.67 -0.47
C 1.96 3.81 0.33
C 2.07 5.06 -0.24
C 2.19 5.19 -1.62
C 2.17 4.06 -2.42
C 2.06 2.81 -1.85
C 2.80 0.94 1.71
C 2.62 -0.15 2.55
C 3.41 -0.32 3.67
C 4.40 0.61 3.95
C 4.61 1.68 3.10
C 3.81 1.86 1.99
H 1.79 -3.40 -2.03
H 0.64 -5.54 -1.72
H -1.64 -5.61 -0.77
H -2.72 -3.51 -0.04
H -4.30 -2.00 -0.98
H -5.85 -1.57 -2.84
H -5.43 0.31 -4.40
H -3.45 1.75 -4.07
H -1.88 1.30 -2.24
H -4.65 -0.23 0.74
H -5.88 -1.02 2.72
H -4.77 -2.49 4.36
H -2.39 -3.09 4.07
H -1.16 -2.34 2.07
H 2.00 -1.88 -3.64
H 4.40 -1.47 -4.01
H 5.70 -0.12 -2.40
H 4.55 0.94 -0.47
H 1.83 3.71 1.40
H 2.05 5.94 0.38
H 2.25 6.17 -2.06
H 2.22 4.16 -3.50
H 2.01 1.93 -2.49
H 1.83 -0.86 2.33
H 3.24 -1.15 4.34
H 5.02 0.49 4.84
H 5.39 2.40 3.31
H 3.97 2.71 1.33
Se -4.27 1.58 4.17
Sb -2.26 2.49 2.78
Se -0.59 0.72 3.01
Se -1.28 2.77 -0.13
Se -2.89 2.92 5.36
```

Calculated values
Energy relative to the best compared isomer or geometry (same formula, charge and spin)   129.7 kJ/mol
Kohn-Sham gap   5.66 eV
Total charge   -1

***

No. 5
Computed, not measured: a cluster of 6 separate species, C36H28O16 in total in a non-equilibrium geometry, with ωB97M-V with the def2-TZVPD basis set.

XYZ file:
```
80
C36H28O16 | the Open Molecules 2025 dataset | ωB97M-V with the def2-TZVPD basis set
O -0.57 -0.12 1.58
C -1.45 0.43 1.01
O -2.37 -0.24 0.25
C -1.58 1.98 1.10
O -0.29 2.53 1.43
C -0.31 3.87 1.24
O -1.29 4.52 1.39
O 0.85 4.51 0.88
C 0.78 4.80 -0.54
C 2.07 4.04 -1.14
C 1.88 2.46 -1.30
O 1.89 3.45 -2.44
H -2.26 0.04 -0.68
H -1.85 2.34 0.08
H -2.38 2.30 1.79
H 0.91 5.87 -0.77
H -0.08 4.33 -1.04
H 3.08 4.41 -0.83
H 2.86 2.24 -0.85
H 0.89 2.14 -0.98
O -6.51 -1.43 -5.21
C -5.50 -1.09 -4.64
C -4.17 -1.22 -5.29
C -3.06 -0.85 -4.66
C -3.10 -0.29 -3.29
O -2.08 0.05 -2.72
C -4.42 -0.16 -2.64
C -5.54 -0.53 -3.27
H -4.16 -1.62 -6.29
H -2.08 -0.93 -5.12
H -4.44 0.24 -1.64
H -6.51 -0.45 -2.81
O -2.28 -6.44 2.77
C -2.73 -5.67 1.94
C -2.16 -4.32 1.76
C -2.65 -3.48 0.86
C -3.79 -3.86 -0.02
O -4.24 -3.10 -0.85
C -4.35 -5.22 0.16
C -3.86 -6.06 1.07
H -1.33 -4.05 2.41
H -2.26 -2.48 0.71
H -5.18 -5.49 -0.48
H -4.26 -7.06 1.21
O 1.09 6.59 4.68
C 0.13 5.99 5.13
C -0.80 5.27 4.23
C -1.85 4.61 4.71
C -2.13 4.56 6.17
O -3.08 3.96 6.61
C -1.19 5.29 7.06
C -0.14 5.95 6.58
H -0.58 5.31 3.17
H -2.54 4.08 4.08
H -1.41 5.25 8.12
H 0.55 6.48 7.22
O 2.73 -3.80 2.48
C 2.94 -2.72 1.98
C 2.09 -1.54 2.31
C 2.32 -0.35 1.76
C 3.42 -0.15 0.80
O 3.63 0.94 0.30
C 4.27 -1.32 0.46
C 4.04 -2.51 1.01
H 1.29 -1.71 3.02
H 1.72 0.51 2.00
H 5.07 -1.15 -0.24
H 4.64 -3.38 0.78
O 5.57 -2.67 -6.66
C 5.45 -2.84 -5.46
C 6.63 -3.07 -4.59
C 6.49 -3.26 -3.28
C 5.16 -3.25 -2.64
O 5.04 -3.42 -1.44
C 3.98 -3.02 -3.50
C 4.12 -2.83 -4.81
H 7.59 -3.07 -5.08
H 7.34 -3.43 -2.63
H 3.02 -3.01 -3.01
H 3.27 -2.66 -5.46
```

Calculated values
Energy relative to the best compared isomer or geometry (same formula, charge and spin)   166.7 kJ/mol
SMILES   O=C(O)COC(=O)OC[C@H]1CO1.O=C1C=CC(=O)C=C1.O=C1C=CC(=O)C=C1.O=C1C=CC(=O)C=C1.O=C1C=CC(=O)C=C1.O=C1C=CC(=O)C=C1
Kohn-Sham gap   7.92 eV

***

No. 6
Computed, not measured: a structure of composition C36H30BKN14O3, with ωB97M-V with the def2-TZVPD basis set.

XYZ file:
```
85
C36H30BKN14O3 | the Open Molecules 2025 dataset | ωB97M-V with the def2-TZVPD basis set
K -1.17 0.19 0.01
O -5.73 0.63 1.02
C -4.58 0.22 0.87
N -3.42 0.76 1.33
C -3.40 1.62 2.35
C -4.43 1.69 3.34
C -4.36 2.57 4.38
C -3.26 3.46 4.50
C -2.24 3.43 3.60
C -2.24 2.50 2.50
N -1.28 2.44 1.58
C -0.05 2.99 1.77
O 0.50 3.25 2.83
C 0.73 3.25 0.49
C 1.84 4.09 0.57
C 2.54 4.38 -0.59
C 2.13 3.81 -1.78
C 1.03 2.96 -1.76
N 0.34 2.68 -0.66
C -4.40 -1.01 0.00
C -5.06 -2.18 0.35
C -4.95 -3.28 -0.49
C -4.20 -3.16 -1.65
C -3.57 -1.96 -1.91
N -3.66 -0.90 -1.11
H -5.28 1.04 3.24
H -5.15 2.59 5.12
H -3.23 4.17 5.31
H -1.39 4.08 3.70
H 2.11 4.50 1.53
H 3.40 5.04 -0.56
H 2.65 4.00 -2.71
H 0.69 2.48 -2.67
H -5.65 -2.21 1.25
H -5.45 -4.21 -0.24
H -4.08 -3.99 -2.33
H -2.93 -1.84 -2.78
C -0.87 -4.49 -1.35
C -0.95 -3.48 -0.37
N -0.22 -2.43 -0.70
N 0.35 -2.74 -1.89
C -0.04 -3.97 -2.30
B 1.22 -1.75 -2.68
N 0.35 -0.64 -3.33
C 0.59 0.13 -4.41
C -0.46 1.01 -4.56
C -1.32 0.69 -3.49
N -0.83 -0.29 -2.75
N 2.27 -1.11 -1.73
C 2.84 0.11 -1.86
C 3.91 0.18 -0.99
C 3.92 -1.09 -0.38
N 2.94 -1.86 -0.83
N 1.96 -2.55 -3.79
C 3.00 -3.39 -3.54
C 3.34 -3.99 -4.73
C 2.44 -3.44 -5.66
N 1.61 -2.58 -5.09
H -1.35 -5.46 -1.35
H -1.51 -3.48 0.56
H 0.32 -4.38 -3.23
H 1.46 -0.04 -5.02
H -0.60 1.74 -5.34
H -2.27 1.13 -3.22
H 2.46 0.84 -2.56
H 4.56 1.02 -0.83
H 4.58 -1.47 0.39
H 3.39 -3.50 -2.55
H 4.12 -4.71 -4.90
H 2.36 -3.63 -6.72
N 4.26 1.77 5.09
C 3.30 0.87 5.45
O 3.23 0.40 6.57
C 2.33 0.51 4.36
C 2.68 0.53 3.02
C 1.70 0.24 2.08
N 0.45 -0.05 2.40
C 0.13 -0.10 3.70
C 1.04 0.16 4.71
H 4.87 2.10 5.82
H 4.16 2.31 4.26
H 3.68 0.75 2.69
H 1.95 0.24 1.02
H -0.90 -0.33 3.93
H 0.75 0.12 5.75
```

Calculated values
Multiplicity   2
Energy relative to the best compared isomer or geometry (same formula, charge and spin)   51.3 kJ/mol
Kohn-Sham gap (spin up / spin down)   6.97 / 6.57 eV
Total charge   -1